# 1
# C8H18NSi

An isolated ion of composition C8H18NSi and charge +1 at a distorted geometry (ωB97M-V/def2-TZVPD, OMol25).

Each atom is followed by the atoms it is bonded to, with distances in Å.
Geometry (Å):
1 C -0.689 0.128 -1.987  C2 1.449, C6 1.477, Si10 1.930
2 C -1.543 -1.025 -2.188  C1 1.449, H11 1.182, H12 0.991, H13 1.172
3 C 0.960 1.180 1.941  C8 1.545, H14 1.132, H15 1.013, H16 1.164
4 C -1.329 0.221 2.204  C8 1.537, H17 0.993, H18 1.031, H19 1.138
5 C 0.650 -1.365 2.316  C8 1.523, H20 1.037, H21 1.092, H22 1.030
6 C -1.251 1.432 -2.391  C1 1.477, H23 1.066, H24 1.018, H25 1.045
7 C 2.594 -0.311 -1.983  Si10 1.863, H26 1.208, H27 1.068, H28 1.174
8 C 0.096 -0.080 1.713  C3 1.545, C4 1.537, C5 1.523, N9 1.438
9 N 0.196 -0.406 0.316  C8 1.438, Si10 1.603
10 Si 0.958 -0.332 -1.092  C1 1.930, C7 1.863, N9 1.603
11 H -1.620 -1.606 -1.161  C2 1.182
12 H -1.121 -1.687 -2.794  C2 0.991
13 H -2.505 -0.643 -2.737  C2 1.172
14 H 1.141 1.770 0.992  C3 1.132
15 H 0.474 1.780 2.598  C3 1.013
16 H 1.994 0.952 2.425  C3 1.164
17 H -1.949 -0.513 1.956  C4 0.993
18 H -1.611 1.114 1.771  C4 1.031
19 H -1.362 0.127 3.337  C4 1.138
20 H 0.125 -2.139 1.870  C5 1.037
21 H 1.737 -1.265 2.304  C5 1.092
22 H 0.490 -1.304 3.332  C5 1.030
23 H -0.609 2.186 -1.996  C6 1.066
24 H -1.232 1.237 -3.390  C6 1.018
25 H -2.165 1.399 -1.885  C6 1.045
26 H 2.623 0.785 -2.489  C7 1.208
27 H 3.380 -0.564 -1.306  C7 1.068
28 H 2.550 -1.070 -2.878  C7 1.174

The value obtained for the maximum force is 0.105 Eh/bohr. As for the energy relative to the best compared isomer or geometry (same formula, charge and spin): 66.0 kcal/mol. As for the multiplicity: 1. The calculation puts the gap between HOMO and LUMO (spin up / spin down) at 7.49 / 7.50 eV. The HOMO energy (spin up / spin down) comes out at -12.710 / -12.711 eV. As for the charge: +1. The value obtained for the energy is -17944.249 eV.

# 2
# C6H14NO2S

An isolated ion of composition C6H14NO2S and charge +1 at a distorted geometry (ωB97M-V/def2-TZVPD, OMol25).

Each atom is followed by the atoms it is bonded to, with distances in Å.
Geometry (Å):
1 C 2.347 1.101 1.248  C2 1.552, H11 1.044, H12 1.099, H13 1.137
2 C 1.514 -0.048 0.619  C1 1.552, O3 1.392, N4 1.589, H14 1.159
3 O 2.248 -1.116 0.110  C2 1.392, H15 0.989
4 N 0.453 0.491 -0.432  C2 1.589, C5 1.502, C6 1.471, H16 1.017
5 C 1.033 0.761 -1.791  N4 1.502, H17 1.107, H18 1.107, H19 1.028
6 C -0.636 -0.483 -0.603  N4 1.471, C7 1.424, H20 1.118
7 C -1.910 -0.192 -0.038  C6 1.424, S8 1.726, C9 1.577
8 S -2.026 1.131 1.065  C7 1.726, H21 1.429
9 C -3.251 -1.016 -0.142  C7 1.577, O10 1.362, H22 1.055, H23 1.016
10 O -4.130 -0.723 0.856  C9 1.362, H24 1.053
11 H 2.167 1.337 2.248  C1 1.044
12 H 3.398 0.794 1.142  C1 1.099
13 H 2.287 2.058 0.637  C1 1.137
14 H 0.858 -0.582 1.412  C2 1.159
15 H 3.007 -0.909 -0.489  O3 0.989
16 H -0.052 1.218 0.069  N4 1.017
17 H 2.087 1.081 -1.674  C5 1.107
18 H 1.036 -0.243 -2.255  C5 1.107
19 H 0.450 1.451 -2.281  C5 1.028
20 H -0.246 -1.344 -1.199  C6 1.118
21 H -3.429 1.284 1.292  S8 1.429
22 H -2.943 -2.021 -0.055  C9 1.055
23 H -3.574 -0.779 -1.076  C9 1.016
24 H -5.117 -0.941 0.561  O10 1.053

The value obtained for the maximum force is 0.080 Eh/bohr. As for the energy relative to the best compared isomer or geometry (same formula, charge and spin): 48.1 kcal/mol. As for the multiplicity: 1. The calculation puts the gap between HOMO and LUMO at 9.81 eV. The SMILES is C[C@H](O)[N@@H+](C)/C=C(\S)CO. The HOMO energy comes out at -12.547 eV. As for the charge: +1. The value obtained for the energy is -22860.273 eV.